Formula: C36H87O21P3
Source: the OMol25 dataset
Level of theory: wB97M-V/def2-TZVPD

Geometry as XYZ:
```
147
Properties=species:S:1:pos:R:3:mulliken_charge:R:1
C 0.969 -1.615 -1.685 -0.56
O 0.127 -1.395 -0.626 -0.34
C 0.646 -0.659 0.532 -0.39
C -0.390 0.194 1.135 -0.58
O -1.193 1.150 0.386 -0.32
C -0.662 2.461 0.187 -0.46
C 0.516 2.593 -0.790 -0.17
O 0.583 3.913 -1.365 -0.38
C 0.716 3.860 -2.771 -0.68
H 1.922 -1.878 -1.227 0.30
H 1.019 -0.643 -2.176 0.17
H 0.587 -2.396 -2.344 0.21
H 1.445 0.038 0.279 0.26
H 1.040 -1.437 1.186 0.38
H 0.100 0.561 2.037 0.38
H -1.210 -0.409 1.527 0.35
H -0.581 3.044 1.105 0.31
H -1.520 2.934 -0.290 0.24
H 0.306 1.886 -1.594 0.19
H 1.353 2.062 -0.337 0.23
H -0.174 3.296 -3.049 0.34
H 1.661 3.352 -2.967 0.29
H 0.741 4.876 -3.166 0.22
C -13.232 1.077 -0.649 -0.71
O -11.920 0.828 -0.074 -0.30
C -12.035 -0.257 0.885 -0.56
C -10.548 -0.764 1.178 -0.43
O -10.054 -1.509 0.015 -0.30
C -8.634 -2.067 0.204 -0.78
C -7.456 -1.149 -0.227 -0.32
O -7.871 -0.771 -1.499 -0.24
C -6.797 -0.147 -2.111 -0.85
H -12.985 1.953 -1.248 0.24
H -13.847 1.248 0.235 0.31
H -13.748 0.473 -1.396 0.29
H -12.633 -1.014 0.377 0.35
H -12.494 0.019 1.834 0.37
H -10.544 -1.381 2.077 0.36
H -9.907 0.101 1.349 0.27
H -8.520 -2.949 -0.426 0.35
H -8.423 -2.447 1.203 0.42
H -6.601 -1.825 -0.250 0.35
H -7.507 -0.309 0.466 0.30
H -7.353 0.388 -2.881 0.24
H -6.106 -0.844 -2.584 0.31
H -6.152 0.599 -1.647 0.35
C -3.656 1.503 6.137 -0.84
O -2.546 1.112 6.919 -0.24
C -2.661 1.294 8.290 -0.51
C -1.247 1.178 8.879 -0.66
O -0.947 -0.211 8.913 -0.31
C 0.296 -0.587 8.448 -0.43
C 0.776 -1.985 8.941 -0.61
O 1.596 -1.933 10.121 -0.41
C 0.881 -1.326 11.229 -0.57
H -3.459 2.529 5.826 0.30
H -4.693 1.538 6.471 0.34
H -3.732 0.846 5.271 0.25
H -3.269 0.521 8.761 0.29
H -2.966 2.288 8.616 0.38
H -1.103 1.760 9.789 0.39
H -0.608 1.652 8.133 0.40
H 1.069 0.125 8.738 0.42
H 0.199 -0.564 7.363 0.38
H 1.307 -2.546 8.173 0.34
H -0.092 -2.586 9.213 0.34
H -0.129 -1.734 11.234 0.28
H 0.663 -0.268 11.079 0.17
H 1.383 -1.434 12.190 0.28
C 10.944 5.419 -9.126 -1.20
C 11.010 4.047 -9.831 -0.25
O 10.668 2.928 -9.099 -0.26
P 11.773 2.254 -8.079 0.76
O 12.843 3.153 -7.661 -0.66
O 10.862 1.662 -6.852 -0.36
C 10.299 2.635 -6.004 -0.15
C 8.825 2.213 -5.990 -1.13
O 12.259 0.848 -8.753 -0.23
C 13.439 0.787 -9.438 -0.04
C 13.425 -0.731 -9.662 -1.31
H 11.686 5.555 -8.339 0.30
H 10.865 6.319 -9.736 0.39
H 10.054 5.629 -8.533 0.33
H 10.383 4.099 -10.722 0.43
H 11.962 3.939 -10.350 0.27
H 10.668 2.701 -4.980 0.34
H 10.452 3.654 -6.359 0.20
H 8.718 1.270 -5.453 0.28
H 8.207 2.886 -5.396 0.40
H 8.298 2.282 -6.942 0.30
H 13.347 1.417 -10.324 0.28
H 14.350 0.991 -8.877 0.28
H 12.583 -1.189 -10.181 0.33
H 14.353 -0.961 -10.185 0.39
H 13.397 -1.428 -8.824 0.33
C -4.089 5.202 -8.307 -0.96
C -5.235 6.264 -8.184 -0.33
O -5.603 6.805 -6.865 -0.33
P -5.671 5.912 -5.480 0.96
O -4.630 4.860 -5.311 -0.65
O -7.188 5.337 -5.547 -0.38
C -7.520 4.354 -6.490 0.02
C -8.847 4.734 -7.187 -1.26
O -5.801 7.036 -4.277 -0.29
C -4.611 7.440 -3.717 -0.12
C -4.973 8.672 -2.974 -1.17
H -3.603 5.193 -9.283 0.37
H -3.376 5.344 -7.495 0.27
H -4.377 4.153 -8.240 0.27
H -5.146 7.115 -8.860 0.40
H -6.153 5.793 -8.535 0.25
H -6.787 4.159 -7.273 0.09
H -7.706 3.383 -6.030 0.30
H -8.958 4.324 -8.191 0.37
H -9.634 4.431 -6.496 0.33
H -8.893 5.771 -7.519 0.34
H -4.205 6.616 -3.129 0.34
H -3.901 7.745 -4.486 0.25
H -6.033 8.922 -2.915 0.30
H -4.417 8.675 -2.037 0.29
H -4.569 9.478 -3.587 0.32
C 1.230 -10.964 8.312 -1.08
C 2.085 -10.502 7.086 -0.12
O 3.439 -11.002 7.281 -0.36
P 4.702 -10.004 7.170 0.87
O 5.988 -10.538 7.646 -0.72
O 4.737 -9.614 5.565 -0.33
C 5.267 -8.361 5.265 -0.27
C 4.042 -7.394 5.171 -1.03
O 4.210 -8.640 8.016 -0.17
C 4.853 -8.153 9.242 -0.27
C 4.051 -8.613 10.439 -1.13
H 1.267 -12.024 8.563 0.30
H 1.542 -10.264 9.088 0.23
H 0.237 -10.583 8.074 0.37
H 1.736 -10.885 6.127 0.38
H 2.017 -9.416 7.021 0.20
H 6.167 -7.984 5.751 0.30
H 5.579 -8.373 4.220 0.31
H 3.696 -7.114 6.166 0.24
H 4.276 -6.404 4.778 0.40
H 3.126 -7.663 4.645 0.31
H 5.827 -8.625 9.372 0.32
H 4.973 -7.073 9.325 0.31
H 4.471 -8.359 11.412 0.40
H 3.111 -8.064 10.395 0.28
H 3.936 -9.697 10.427 0.28
```

Highest occupied orbital energy ... -9.42 eV
E_tot ... -4027.8065 a.u.
F_max ... 5.7 eV/A
Charge ... 0
Energy above the lowest of the compared OMol25 structures with the same formula, charge and spin ... 776.9 kJ/mol
Spin multiplicity ... 1
LUMO energy ... 0.474 eV

***

Formula: C6H6
Source: the OMol25 dataset
Level of theory: wB97M-V/def2-TZVPD

Geometry as XYZ:
```
12
Properties=species:S:1:pos:R:3:mulliken_charge:R:1
C 0.276 0.876 -0.132 -0.16
C 1.577 0.305 -0.155 -0.10
C -0.921 0.225 -0.133 0.25
C -1.453 -1.071 -0.182 -0.59
C 1.792 -0.979 0.074 -0.65
C -2.342 0.030 0.119 -0.22
H 0.368 2.007 -0.159 0.23
H 2.333 0.967 -0.438 0.34
H 2.931 -1.395 0.184 0.19
H 0.974 -1.652 0.251 0.29
H -2.378 0.234 1.207 0.21
H -3.159 0.453 -0.637 0.21
```

Highest occupied orbital energy (spin up / spin down) ... -8.55 / -8.55 eV
E_tot ... -231.9732 a.u.
F_max ... 4.0 eV/A
Charge ... 0
Energy above the lowest of the compared OMol25 structures with the same formula, charge and spin ... 664.7 kJ/mol
Spin multiplicity ... 1
LUMO energy (spin up / spin down) ... -1.279 / -1.279 eV

***

Formula: C2H6ClNO3S
Source: the OMol25 dataset
Level of theory: wB97M-V/def2-TZVPD

Geometry as XYZ:
```
14
Properties=species:S:1:pos:R:3:mulliken_charge:R:1
C 0.392 -1.844 -0.828 -0.34
C 0.277 -0.191 0.768 0.17
N -1.604 1.761 0.914 -0.63
O -0.247 1.266 -1.259 -0.50
O -2.086 -0.304 -0.702 -0.55
O 0.697 -1.388 0.343 -0.17
S -1.054 0.617 -0.287 0.95
Cl -0.288 -0.313 2.408 -0.21
H 3.231 0.463 -0.937 0.14
H -0.409 -1.456 -1.425 0.39
H 0.978 -2.727 -1.290 0.24
H 2.826 0.708 -0.368 -0.13
H -1.989 1.156 1.619 0.31
H -0.723 2.252 1.044 0.33
```

Highest occupied orbital energy (spin up / spin down) ... -8.50 / -8.94 eV
E_tot ... -1218.4484 a.u.
F_max ... 4.0 eV/A
Charge ... 0
Energy above the lowest of the compared OMol25 structures with the same formula, charge and spin ... 511.4 kJ/mol
Spin multiplicity ... 1
LUMO energy (spin up / spin down) ... -1.201 / -0.326 eV

***

Formula: C2H7S
Source: the OMol25 dataset
Level of theory: wB97M-V/def2-TZVPD

Geometry as XYZ:
```
10
Properties=species:S:1:pos:R:3:mulliken_charge:R:1
C -2.757 -2.032 0.477 -0.92
H -3.255 -2.038 1.440 0.22
H -3.415 -2.530 -0.235 0.23
H -2.452 -1.028 0.235 0.23
H -1.926 -2.737 0.526 0.24
C 2.688 2.151 -0.521 -0.78
S 4.009 0.868 -0.301 -0.78
H 2.074 2.135 -1.434 0.21
H 3.066 3.178 -0.480 0.19
H 1.969 2.032 0.292 0.17
```

Highest occupied orbital energy ... -1.94 eV
E_tot ... -478.5864 a.u.
F_max ... 1.3 eV/A
Charge ... -1
Energy above the lowest of the compared OMol25 structures with the same formula, charge and spin ... 59.7 kJ/mol
Spin multiplicity ... 1
LUMO energy ... 3.185 eV

***

Formula: C20H59HgO14S
Source: the OMol25 dataset
Level of theory: wB97M-V/def2-TZVPD

Geometry as XYZ:
```
95
Properties=species:S:1:pos:R:3:mulliken_charge:R:1
Hg -0.844 0.451 -2.871 2.17
C 0.864 -1.124 -0.297 -0.39
C -0.010 0.046 0.104 2.36
O -1.135 0.269 -0.693 -1.22
H 0.371 -2.097 -0.297 -0.63
H 1.717 -1.169 0.389 0.10
H 1.303 -0.885 -1.268 -0.03
H 0.667 0.924 0.085 -0.97
H -0.312 0.063 1.167 -0.17
S 1.144 0.532 -5.013 1.35
O 1.967 1.614 -5.544 -0.76
O 1.315 0.472 -3.506 -0.93
O -0.353 0.737 -5.120 -0.77
O 1.533 -0.706 -5.688 -0.78
C 1.766 2.945 2.340 -0.12
C 1.045 4.270 2.354 -0.59
O 0.664 4.611 1.017 -0.42
H 2.590 2.992 1.627 0.18
H 1.019 2.217 2.028 -0.32
H 2.171 2.703 3.320 0.35
H 1.618 5.121 2.745 0.46
H 0.138 4.244 2.973 0.22
H 0.056 5.354 1.048 0.24
C -1.599 -3.196 1.803 -0.36
C -3.051 -3.613 1.626 -0.46
O -3.440 -3.467 0.256 -0.54
H -1.295 -3.489 2.817 0.42
H -1.445 -2.123 1.697 -0.12
H -0.959 -3.776 1.139 0.15
H -3.762 -2.998 2.186 0.17
H -3.155 -4.673 1.857 0.37
H -3.428 -2.509 0.074 0.35
C 1.220 -0.591 3.653 -0.70
C 2.599 -0.247 3.122 0.44
O 3.501 -1.302 3.425 -0.64
H 1.180 -0.818 4.718 0.39
H 0.811 -1.441 3.097 0.06
H 0.506 0.229 3.516 0.16
H 2.926 0.662 3.625 0.21
H 2.620 -0.038 2.048 -0.20
H 3.127 -2.143 3.144 0.34
C 4.606 1.908 -1.647 -1.44
C 3.661 0.800 -1.222 0.79
O 3.620 -0.201 -2.222 -0.51
H 4.743 2.601 -0.810 0.35
H 4.259 2.464 -2.521 0.32
H 5.558 1.494 -1.983 0.33
H 2.692 1.225 -0.932 -0.32
H 4.049 0.290 -0.331 0.19
H 2.783 -0.086 -2.721 0.37
C -0.989 -3.949 -2.509 -1.26
C -1.885 -2.726 -2.641 0.71
O -1.291 -1.735 -3.501 -0.49
H -1.519 -4.750 -1.994 0.32
H -0.094 -3.652 -1.964 0.23
H -0.735 -4.321 -3.506 0.50
H -1.983 -2.258 -1.664 -0.54
H -2.855 -3.015 -3.050 0.35
H -0.913 -2.205 -4.255 0.22
C 4.264 -3.736 0.137 -1.12
C 3.045 -4.555 -0.214 0.26
O 2.560 -5.199 0.980 -0.54
H 4.492 -3.008 -0.643 0.29
H 5.142 -4.390 0.132 0.38
H 4.227 -3.251 1.110 0.19
H 3.269 -5.379 -0.899 0.39
H 2.291 -3.936 -0.710 -0.11
H 2.094 -5.989 0.694 0.29
C -0.843 4.952 -2.042 -1.21
C -0.074 3.649 -2.119 0.64
O -0.560 2.802 -3.166 -0.52
H -0.856 5.543 -2.955 0.43
H -0.394 5.575 -1.262 0.24
H -1.844 4.719 -1.672 0.23
H -0.185 3.116 -1.176 -0.39
H 0.992 3.798 -2.308 0.30
H -0.294 3.113 -4.039 0.27
C -2.771 3.784 2.231 -1.53
C -2.134 2.510 1.727 1.67
O -2.624 2.264 0.411 -0.67
H -2.618 4.592 1.514 0.24
H -2.244 4.108 3.134 0.37
H -3.838 3.656 2.407 0.39
H -2.319 1.619 2.337 0.10
H -1.059 2.685 1.606 -0.92
H -2.089 1.539 0.021 0.05
C -5.899 -0.875 1.270 -1.36
C -4.626 -0.067 1.143 0.01
O -3.817 -0.762 0.203 -0.63
H -6.480 -0.865 0.345 0.33
H -6.531 -0.525 2.088 0.40
H -5.716 -1.942 1.422 0.28
H -4.163 0.041 2.130 0.20
H -4.858 0.926 0.753 0.21
H -2.898 -0.448 0.178 0.32
```

Highest occupied orbital energy ... -5.40 eV
E_tot ... -2402.3649 a.u.
F_max ... 2.4 eV/A
Charge ... -1
Energy above the lowest of the compared OMol25 structures with the same formula, charge and spin ... 0.0 kJ/mol
Spin multiplicity ... 1
LUMO energy ... 2.246 eV

***

Formula: C40H29Br2IN5O5V
Source: the OMol25 dataset
Level of theory: wB97M-V/def2-TZVPD

Geometry as XYZ:
```
83
Properties=species:S:1:pos:R:3:mulliken_charge:R:1
V 0.238 0.757 1.294 -0.38
C 3.299 2.404 -0.182 -0.85
C 3.253 1.046 -0.819 0.46
N 3.873 0.915 -1.977 -0.58
C 3.973 -0.291 -2.541 -1.10
C 3.512 -1.445 -1.950 0.91
C 3.804 -2.773 -2.593 -1.13
O 4.653 -3.605 -1.797 -0.53
C 2.833 -1.349 -0.717 0.63
C 2.371 -2.539 -0.037 -0.47
N 1.787 -2.479 1.109 0.26
C 1.508 -3.478 1.951 -0.41
C 2.193 -4.702 2.006 -0.72
C 1.947 -5.619 3.001 -0.75
C 1.002 -5.325 4.037 -0.60
C 0.300 -4.178 4.038 -1.20
C 0.448 -3.143 2.969 1.84
I 0.031 0.470 4.001 -0.47
C 2.624 -0.052 -0.155 0.90
O 1.913 0.118 0.926 -1.03
H 3.246 3.172 -0.951 0.30
H 4.251 2.513 0.345 0.40
H 2.493 2.535 0.529 -0.11
H 4.484 -0.327 -3.499 0.30
H 4.266 -2.598 -3.571 0.37
H 2.887 -3.344 -2.754 0.32
H 5.337 -3.041 -1.422 0.37
H 2.505 -3.498 -0.548 0.39
H 2.954 -4.894 1.258 0.46
H 2.475 -6.563 3.022 0.38
H 0.872 -6.042 4.840 0.37
H -0.389 -3.941 4.842 0.46
C -0.919 -2.908 2.299 -1.24
O -1.028 -1.644 1.639 0.36
C -2.248 -1.404 1.078 0.44
C -3.164 -2.415 0.813 -0.30
C -4.386 -2.139 0.219 -0.93
C -4.714 -0.837 -0.116 -1.05
C -3.819 0.179 0.158 -0.65
C -2.582 -0.072 0.757 0.20
N -1.674 0.967 1.055 1.72
N -2.156 2.146 0.875 -0.93
C -1.518 3.294 1.140 0.46
C -0.182 3.411 1.634 0.84
O 0.557 2.366 1.713 -0.07
C 0.295 4.665 2.103 -1.14
C -0.481 5.772 2.039 -0.89
C -1.775 5.736 1.436 0.84
C -2.543 6.906 1.294 -0.88
C -3.742 6.887 0.627 -0.50
C -4.208 5.685 0.080 -0.79
C -3.501 4.520 0.254 -0.46
C -2.279 4.512 0.949 0.60
H -1.707 -2.970 3.057 0.68
H 0.722 -2.188 3.434 -0.22
H -1.066 -3.718 1.576 0.41
H -2.934 -3.441 1.059 0.40
H -5.073 -2.951 0.023 0.41
H -5.660 -0.615 -0.591 0.39
H -4.056 1.201 -0.091 0.44
H 1.290 4.692 2.526 0.52
H -0.116 6.718 2.420 0.35
H -2.161 7.831 1.711 0.38
H -4.318 7.797 0.511 0.38
H -5.123 5.680 -0.500 0.39
H -3.860 3.590 -0.162 0.37
Br 0.829 3.811 -2.509 -0.22
C 0.527 1.985 -2.931 0.32
C 0.632 1.557 -4.249 -0.26
C 0.403 0.241 -4.557 0.24
Br 0.541 -0.299 -6.383 -0.29
C 0.015 -0.685 -3.570 0.96
C -0.293 -2.041 -3.805 -1.25
C -0.740 -2.820 -2.773 -1.32
C -0.886 -2.249 -1.498 0.11
N -0.573 -1.007 -1.232 1.14
C -0.110 -0.228 -2.227 -0.69
C 0.221 1.131 -1.860 -0.60
O 0.189 1.537 -0.652 0.18
H 0.894 2.263 -5.024 0.44
H -0.193 -2.449 -4.802 0.37
H -0.995 -3.860 -2.928 0.46
H -1.275 -2.841 -0.675 0.09
```

Highest occupied orbital energy (spin up / spin down) ... -4.13 / -4.86 eV
E_tot ... -8581.5303 a.u.
F_max ... 5.2 eV/A
Charge ... -1
Energy above the lowest of the compared OMol25 structures with the same formula, charge and spin ... 127.4 kJ/mol
Spin multiplicity ... 4
LUMO energy (spin up / spin down) ... 1.481 / 1.162 eV

***

Formula: C13H16N4O4
Source: the OMol25 dataset
Level of theory: wB97M-V/def2-TZVPD

Geometry as XYZ:
```
37
Properties=species:S:1:pos:R:3:mulliken_charge:R:1
O -0.542 -2.501 -0.525 -0.62
C 0.293 -1.829 0.021 0.60
N 1.543 -1.619 -0.469 -0.06
C 2.477 -0.657 -0.076 0.14
C 3.825 -0.912 -0.294 -0.38
C 4.764 0.046 0.063 -0.20
C 4.387 1.255 0.631 -0.40
C 3.039 1.506 0.823 -0.76
C 2.085 0.568 0.469 -0.03
H 1.034 0.782 0.595 0.47
H 2.725 2.447 1.244 0.42
H 5.144 1.975 0.899 0.49
N 6.161 -0.229 -0.167 1.02
O 6.964 0.612 0.175 -0.62
O 6.448 -1.284 -0.691 -0.62
H 4.158 -1.840 -0.734 0.50
H 1.805 -2.227 -1.234 0.28
O 0.115 -1.261 1.246 -0.23
N -1.228 -1.153 1.631 -0.45
C -1.937 -0.184 0.928 0.68
N -1.281 0.639 0.230 -0.19
C -1.867 1.717 -0.516 -0.90
C -3.277 1.506 -1.108 -0.60
C -3.583 0.030 -1.369 -0.62
C -4.142 -0.673 -0.127 -0.58
H -4.038 -1.753 -0.257 0.31
H -5.206 -0.451 -0.022 0.34
C -3.424 -0.238 1.156 -1.01
H -3.755 0.760 1.451 0.28
H -3.654 -0.923 1.973 0.37
H -4.309 -0.061 -2.179 0.39
H -2.668 -0.472 -1.692 0.29
H -3.324 2.059 -2.047 0.37
H -4.041 1.924 -0.452 0.33
H -1.857 2.611 0.119 0.28
H -1.160 1.897 -1.334 0.40
H -1.672 -2.069 1.641 0.32
```

Highest occupied orbital energy ... -9.16 eV
E_tot ... -1024.8489 a.u.
F_max ... 1.4 eV/A
Charge ... 0
Energy above the lowest of the compared OMol25 structures with the same formula, charge and spin ... 329.6 kJ/mol
Spin multiplicity ... 1
LUMO energy ... -0.430 eV

***

Formula: C2H7N2O
Source: the OMol25 dataset
Level of theory: wB97M-V/def2-TZVPD

Geometry as XYZ:
```
12
Properties=species:S:1:pos:R:3:mulliken_charge:R:1
C -0.707 0.512 -0.043 -0.44
C 1.504 -0.381 0.052 -0.14
N 0.809 0.706 0.064 -0.08
N -0.886 -0.980 0.036 -0.39
O 2.763 -0.343 -0.027 -0.42
H -1.329 0.787 0.728 0.34
H -0.948 1.079 -0.929 0.32
H 0.239 -1.245 0.084 0.40
H 1.113 1.741 0.115 0.27
H -1.444 -1.465 0.776 0.36
H -1.020 -1.321 -0.953 0.40
H 3.265 0.590 0.068 0.37
```

Highest occupied orbital energy ... -14.28 eV
E_tot ... -264.8152 a.u.
F_max ... 4.3 eV/A
Charge ... +1
Energy above the lowest of the compared OMol25 structures with the same formula, charge and spin ... 304.4 kJ/mol
Spin multiplicity ... 1
LUMO energy ... -3.279 eV